# 1
{"formula": "C18H29N2O2", "method": "wB97M-V/def2-TZVPD", "species": ["C", "N", "C", "C", "C", "C", "C", "C", "C", "C", "C", "O", "C", "N", "O", "C", "C", "C", "C", "C", "C", "C", "H", "H", "H", "H", "H", "H", "H", "H", "H", "H", "H", "H", "H", "H", "H", "H", "H", "H", "H", "H", "H", "H", "H", "H", "H", "H", "H", "H", "H"], "xyz": [[-1.374, -3.272, -0.748], [-1.248, -1.971, -0.078], [-0.363, -2.030, 1.110], [1.051, -2.496, 0.766], [2.070, -2.084, 1.835], [2.460, -0.605, 1.801], [3.275, -0.222, 0.568], [3.732, 1.246, 0.591], [3.286, 2.049, -0.632], [1.792, 2.422, -0.590], [0.892, 1.228, -0.644], [0.231, 0.831, 0.290], [0.822, 0.538, -1.964], [0.115, -0.510, -2.043], [-0.042, -1.187, -3.190], [-2.593, -1.425, 0.270], [-2.563, 0.068, 0.449], [-2.612, 0.888, -0.673], [-2.571, 2.263, -0.536], [-2.483, 2.830, 0.725], [-2.444, 2.020, 1.846], [-2.484, 0.644, 1.710], [-0.398, -3.636, -1.056], [-1.993, -3.174, -1.638], [-1.830, -3.995, -0.073], [-0.789, -1.299, -0.751], [-0.811, -2.699, 1.847], [-0.322, -1.020, 1.519], [1.076, -3.583, 0.677], [1.351, -2.070, -0.192], [1.663, -2.324, 2.819], [2.971, -2.683, 1.700], [1.566, 0.020, 1.848], [3.056, -0.391, 2.690], [2.681, -0.394, -0.334], [4.143, -0.880, 0.500], [4.821, 1.286, 0.639], [3.352, 1.735, 1.489], [3.851, 2.982, -0.668], [3.513, 1.492, -1.543], [1.570, 3.070, -1.441], [1.585, 2.966, 0.333], [1.351, 0.966, -2.816], [0.425, -0.783, -3.949], [-3.275, -1.674, -0.545], [-2.941, -1.921, 1.179], [-2.691, 0.447, -1.657], [-2.613, 2.893, -1.411], [-2.452, 3.903, 0.832], [-2.383, 2.460, 2.829], [-2.463, 0.017, 2.589]], "forces_ev_per_angstrom": [[0.0203, -0.5363, -0.3476], [-0.0161, 0.1629, -0.0848], [0.6269, 0.0421, 0.4527], [0.0195, 0.0114, 0.1776], [-0.0890, 0.1621, -0.0839], [0.0415, -0.2571, -0.0867], [-0.1217, 0.1038, 0.2621], [0.0721, -0.0682, -0.2603], [-0.0390, 0.0505, 0.2413], [0.1772, 0.0677, 0.1553], [-0.2035, 0.2853, 0.4722], [0.3308, 0.0581, -0.3283], [-0.0050, -0.2000, -0.6838], [0.0893, 0.3121, 0.3399], [0.0179, -0.2392, -0.6424], [-0.4869, 0.4463, 0.0969], [-0.1143, -0.0417, 0.0131], [-0.1020, -0.0566, 0.0857], [0.0308, 0.0062, -0.1060], [0.0302, 0.0322, 0.0395], [0.0237, 0.0515, 0.0609], [-0.0669, -0.0679, -0.0964], [0.0327, 0.0617, 0.0558], [-0.0243, 0.1052, 0.0489], [-0.0060, 0.0627, 0.0670], [-0.1682, -0.2544, 0.2422], [-0.1309, 0.0365, -0.0776], [-0.1408, -0.1143, -0.0342], [-0.0396, 0.0060, -0.1361], [0.0097, -0.0498, -0.1447], [0.0357, -0.1011, 0.0879], [-0.0110, -0.0805, 0.0687], [0.0938, 0.0549, 0.1462], [-0.0043, 0.0693, 0.0573], [0.0870, -0.1508, -0.0550], [-0.0049, -0.0503, -0.0861], [-0.0082, 0.0392, 0.0895], [0.0367, 0.0600, 0.0859], [-0.0278, -0.0068, -0.1284], [0.0858, 0.0132, -0.0861], [-0.0878, 0.0399, -0.0392], [-0.0848, -0.0066, -0.0584], [-0.0225, -0.1041, -0.0744], [0.0310, 0.1546, 0.3246], [0.1239, -0.0959, 0.0494], [0.0927, -0.0874, -0.1010], [-0.0430, -0.0530, -0.1300], [-0.0334, 0.0647, -0.0836], [-0.0171, 0.1078, 0.0209], [-0.0065, 0.0450, 0.1005], [-0.0034, -0.0908, 0.1130]], "gap_ev": 8.8, "homo_ev": -12.2, "relative_energy_kcal_mol": 45.8, "spin_multiplicity": 1, "total_energy_ha": -963.003136, "charge": 1}

---

# 2
{"formula": "C46H53N12S3Ti", "method": "wB97M-V/def2-TZVPD", "species": ["Ti", "N", "C", "C", "C", "N", "C", "C", "N", "C", "H", "H", "H", "H", "H", "H", "H", "H", "H", "H", "H", "H", "H", "H", "H", "H", "N", "S", "N", "S", "N", "S", "N", "C", "C", "C", "C", "C", "C", "C", "C", "C", "C", "C", "C", "C", "C", "C", "C", "C", "C", "C", "C", "C", "C", "C", "C", "C", "C", "C", "C", "C", "C", "C", "C", "C", "C", "C", "C", "H", "H", "H", "H", "H", "H", "H", "H", "H", "H", "H", "H", "H", "H", "H", "H", "H", "H", "H", "H", "H", "H", "H", "H", "H", "H", "H", "H", "H", "H", "N", "C", "N", "N", "C", "N", "H", "H", "H", "H", "C", "C", "N", "H", "H", "H"], "xyz": [[0.120, -1.551, -1.345], [4.357, -1.303, -0.967], [3.379, -1.250, -2.116], [3.227, 0.189, -2.570], [2.059, 0.311, -3.550], [0.759, 0.148, -2.851], [2.203, -0.717, -4.670], [2.426, -2.149, -4.184], [1.215, -2.628, -3.473], [3.649, -2.209, -3.250], [3.906, -0.800, -0.172], [5.269, -0.879, -1.172], [4.525, -2.264, -0.653], [2.464, -1.548, -1.618], [4.138, 0.520, -3.078], [3.067, 0.839, -1.707], [2.095, 1.313, -3.993], [0.012, 0.264, -3.537], [0.622, 0.922, -2.200], [3.063, -0.433, -5.282], [1.336, -0.673, -5.334], [2.634, -2.779, -5.054], [1.301, -3.618, -3.257], [0.413, -2.552, -4.095], [4.547, -1.941, -3.812], [3.788, -3.229, -2.881], [-1.188, -0.104, -0.566], [-2.180, 0.768, 0.022], [-1.721, 1.810, 1.215], [-0.300, 2.438, 1.193], [1.007, 1.635, 1.247], [1.391, 0.048, 1.374], [1.546, -0.715, 0.147], [0.293, -0.605, 2.604], [-0.079, -1.928, 2.443], [-0.870, -2.533, 3.414], [-1.273, -1.810, 4.523], [-0.878, -0.484, 4.682], [-0.085, 0.125, 3.727], [2.901, 0.266, 2.281], [3.822, 1.160, 1.725], [5.074, 1.286, 2.300], [5.404, 0.525, 3.420], [4.481, -0.351, 3.963], [3.216, -0.491, 3.395], [-0.050, 3.526, -0.186], [-0.852, 4.656, -0.282], [-0.687, 5.498, -1.371], [0.269, 5.207, -2.335], [1.076, 4.085, -2.214], [0.927, 3.235, -1.126], [-0.337, 3.492, 2.599], [0.885, 4.064, 2.951], [0.919, 4.932, 4.031], [-0.249, 5.214, 4.729], [-1.454, 4.634, 4.362], [-1.514, 3.765, 3.280], [-3.041, 1.797, -1.129], [-3.804, 2.896, -0.746], [-4.492, 3.607, -1.714], [-4.411, 3.228, -3.049], [-3.650, 2.132, -3.421], [-2.965, 1.401, -2.458], [-3.480, -0.072, 0.899], [-4.522, 0.582, 1.551], [-5.499, -0.171, 2.176], [-5.440, -1.561, 2.144], [-4.405, -2.201, 1.488], [-3.416, -1.455, 0.855], [0.255, -2.482, 1.576], [-1.165, -3.567, 3.304], [-1.889, -2.279, 5.278], [-1.181, 0.069, 5.560], [0.246, 1.144, 3.874], [3.543, 1.785, 0.887], [5.784, 1.995, 1.898], [6.379, 0.630, 3.875], [4.733, -0.929, 4.840], [2.505, -1.177, 3.832], [-1.579, 4.894, 0.480], [-1.295, 6.385, -1.462], [0.401, 5.874, -3.175], [1.840, 3.888, -2.954], [1.565, 2.375, -0.986], [1.787, 3.830, 2.407], [1.854, 5.384, 4.328], [-0.217, 5.893, 5.570], [-2.353, 4.856, 4.919], [-2.443, 3.295, 2.996], [-3.850, 3.205, 0.288], [-5.091, 4.461, -1.428], [-4.950, 3.787, -3.801], [-3.598, 1.838, -4.460], [-2.386, 0.525, -2.723], [-4.577, 1.660, 1.586], [-6.312, 0.325, 2.687], [-6.211, -2.141, 2.632], [-4.362, -3.282, 1.469], [-2.602, -1.939, 0.330], [0.638, -6.973, -1.475], [0.976, -6.832, -0.172], [1.295, -7.916, 0.532], [1.041, -5.662, 0.453], [0.799, -4.563, -0.192], [0.558, -3.497, -0.601], [0.483, -7.882, -1.879], [0.165, -6.204, -1.920], [1.230, -8.847, 0.159], [1.568, -7.798, 1.493], [-3.857, -3.489, -3.011], [-2.561, -2.900, -2.660], [-1.574, -2.373, -2.383], [-4.640, -2.953, -2.478], [-3.877, -4.540, -2.734], [-4.018, -3.392, -4.083]], "forces_ev_per_angstrom": [[0.2607, 0.5423, -0.5003], [0.1035, 0.0501, 0.2113], [-0.1172, 0.0858, 0.3143], [0.0279, -0.0034, -0.0485], [-0.1701, 0.0289, -0.0081], [-0.0641, 0.1871, 0.1458], [0.0732, 0.0157, -0.0800], [-0.0638, -0.0081, 0.0530], [-0.0199, 0.0144, 0.1916], [-0.0127, -0.0486, 0.0073], [0.0560, -0.1714, -0.2611], [-0.1679, -0.0146, -0.0001], [-0.0546, 0.1034, -0.0792], [0.0409, -0.0223, -0.0662], [0.0072, 0.0229, 0.0007], [-0.0386, -0.0167, 0.0343], [0.0725, -0.0815, -0.0237], [0.1214, -0.0572, 0.0759], [-0.0022, -0.0697, -0.0592], [-0.0289, 0.0001, -0.0188], [-0.0289, -0.0205, 0.0128], [0.0191, 0.0371, 0.0221], [0.0586, 0.0608, -0.0264], [0.1010, -0.0052, 0.0529], [-0.0013, 0.0165, -0.0375], [-0.0273, -0.0261, 0.0117], [0.2259, -0.1284, -0.3651], [-0.1250, 0.0975, 0.6308], [0.0819, -0.0062, -0.1385], [-0.1731, -0.0512, 0.0313], [-0.0542, -0.2744, 0.0246], [-0.4370, 0.6347, 0.5105], [0.5967, -0.4186, -0.3226], [-0.0709, -0.1317, 0.0177], [-0.1194, -0.1148, 0.1046], [0.0246, 0.0492, -0.1277], [-0.0033, 0.1042, 0.0568], [-0.0420, -0.0800, 0.0020], [0.0185, 0.0078, -0.0346], [0.3016, 0.1847, -0.2749], [0.0302, -0.0804, 0.1514], [-0.0041, -0.0571, 0.0807], [0.0186, 0.0788, -0.0783], [-0.1394, -0.0582, 0.0012], [0.1708, 0.0120, -0.0295], [-0.0383, 0.0625, 0.0589], [0.0351, 0.0102, -0.1740], [0.0170, -0.0835, 0.0270], [0.0046, 0.0250, -0.0194], [0.0118, -0.0912, 0.1075], [-0.1050, 0.1380, -0.1382], [0.1635, 0.1760, -0.0095], [-0.1761, 0.1013, 0.2164], [-0.0146, -0.0881, -0.0974], [0.0206, 0.0467, 0.0500], [-0.0603, -0.0699, -0.0704], [0.1205, 0.0552, 0.1468], [-0.0784, 0.0985, -0.2857], [0.1116, -0.0062, -0.0295], [0.0137, 0.0034, -0.0456], [-0.0251, 0.0265, 0.0552], [0.0777, -0.1184, 0.0428], [-0.0879, 0.1243, -0.0424], [-0.1127, -0.1550, 0.0285], [0.1135, -0.0485, 0.0591], [-0.0048, -0.0408, -0.0119], [-0.0807, 0.0809, 0.0449], [0.1751, 0.0354, -0.0876], [-0.1273, -0.0464, 0.0515], [0.0197, 0.0397, -0.0073], [-0.0029, -0.0344, -0.0173], [-0.0118, -0.0073, 0.0272], [-0.0097, 0.0258, 0.0257], [0.0263, 0.0591, -0.0592], [-0.0433, -0.0010, -0.0601], [0.0407, 0.0184, -0.0161], [0.0349, 0.0071, 0.0172], [0.0155, -0.0199, 0.0317], [-0.0802, -0.0368, -0.0190], [-0.0838, -0.0384, 0.0871], [-0.0337, 0.0446, 0.0113], [-0.0020, 0.0293, -0.0394], [0.0152, -0.0019, -0.0205], [0.0410, -0.0370, 0.0711], [0.0467, -0.0378, -0.0782], [0.0243, 0.0229, 0.0054], [-0.0051, 0.0099, 0.0232], [-0.0227, 0.0100, 0.0085], [-0.0230, -0.0378, -0.0689], [0.0362, 0.0277, 0.0393], [-0.0117, 0.0193, 0.0046], [-0.0246, 0.0358, -0.0195], [-0.0025, -0.0019, -0.0272], [0.0099, 0.0132, 0.0452], [0.0306, 0.0201, -0.0019], [-0.0179, 0.0110, 0.0126], [-0.0244, -0.0099, 0.0209], [0.0022, -0.0211, -0.0059], [0.0275, 0.0330, 0.0122], [-0.0326, 0.1171, 0.2830], [-0.0220, -0.3230, -0.1582], [-0.0396, 0.1478, -0.0301], [0.1172, 0.1205, -0.3233], [-0.2984, 0.0756, 0.4652], [0.2382, -0.6427, -0.0318], [0.0440, -0.0254, 0.0643], [0.0387, -0.0114, -0.0237], [0.0011, -0.0262, -0.0256], [0.0140, -0.0007, -0.0289], [0.3691, 0.1736, 0.0511], [0.0186, 0.2773, -0.0598], [-0.7145, -0.5690, -0.2416], [-0.0464, -0.0100, 0.0184], [-0.0262, -0.0445, 0.0098], [-0.0313, -0.0238, -0.0136]], "gap_ev": [6.3, 9.1], "homo_ev": [-12.5, -15.3], "spin_multiplicity": 3, "total_energy_ha": -4484.892436, "s_squared": 2.005, "charge": 3}

---

Question: What is the formula in the first record?
Answer: C18H29N2O2

---

Question: Number 1 is which compound?
Answer: C18H29N2O2

---

Question: Which formula does entry 1 have?
Answer: C18H29N2O2